No. 1
Computed, not measured: the molecule C5H8N2, with ωB97M-V/def2-TZVPD.

Structure (XYZ):
```
15
Properties=species:S:1:pos:R:3:forces:R:3:lowdin_charge:R:1
C 2.306858 -0.320827 -0.095977 0.259 -0.011 0.124 -0.061
C 0.962657 0.222331 0.249974 0.017 -0.107 0.222 -0.273
C 0.419854 1.506934 0.531311 0.012 -0.054 -0.018 -0.110
N -0.907994 1.490407 0.581660 0.093 -0.252 -0.300 0.064
N -1.241483 0.175913 0.426305 0.241 -0.339 -0.273 -0.201
C -2.339543 -0.324433 -0.400442 -0.346 0.069 0.038 -0.030
C -0.126891 -0.577042 0.268737 0.027 -0.142 -0.003 -0.102
H 2.977283 0.418665 -0.537654 -0.049 -0.009 0.161 0.075
H 2.167145 -1.120959 -0.835524 0.183 0.188 0.201 0.078
H 2.768625 -0.759102 0.789681 0.290 0.049 -0.093 0.075
H 0.990401 2.407859 0.742391 -0.354 -0.048 -0.212 0.107
H -2.368358 0.209635 -1.355117 -0.153 0.117 0.246 0.093
H -3.302804 -0.323393 0.099972 -0.083 0.296 0.015 0.079
H -2.078126 -1.359734 -0.647062 -0.321 0.254 0.154 0.077
H -0.227619 -1.646249 0.181743 0.184 -0.011 -0.261 0.128
```
Positions in Å, forces in eV/Å.

Its SMILES is Cc1cnn(C)c1. For the HOMO-LUMO gap, the calculation gives 9.915 eV. As for the net charge: 0. As for the HOMO energy: -0.32821 Ha. Its energy is -304.7893 Eh. As for the spin multiplicity: 1. The LUMO energy comes out at 0.984 eV.

No. 2
Computed, not measured: a cluster of 2 separate species, C21H34BrN2O7 in total, with ωB97M-V/def2-TZVPD.

Structure (XYZ):
```
65
Properties=species:S:1:pos:R:3:forces:R:3:lowdin_charge:R:1
C -0.735513 -1.492760 -0.495024 -1.225 0.167 -0.884 0.007
C -0.909539 -0.067291 -1.255959 -0.433 2.120 4.319 -0.322
O -1.024502 0.940752 -0.476098 0.657 -3.454 -3.663 0.012
N -0.952810 0.093241 -2.717365 -0.984 -0.088 0.707 -0.057
C -0.186864 1.258870 -3.226848 1.755 0.894 -0.453 -0.070
C -2.273050 -0.095920 -3.323786 -0.991 -1.316 -1.101 -0.348
C -2.134483 -0.473294 -4.910308 0.311 0.308 0.004 0.024
O -2.922717 -1.328672 -2.819299 -2.605 0.405 0.596 0.015
C -4.355968 -1.180607 -3.014422 -1.254 -1.205 0.377 -0.344
O -5.268729 -1.956015 -2.658605 4.716 3.534 -1.907 0.141
O -4.528610 0.084603 -3.718343 0.560 -1.662 2.285 -0.002
C -3.497557 0.900510 -3.049532 0.201 1.131 -0.685 -0.308
C -3.964106 1.155409 -1.533020 1.109 1.116 1.047 -0.068
C -5.500228 1.532596 -1.330539 -3.258 -2.483 -1.383 -0.651
O -6.498250 0.866901 -1.664603 4.618 2.657 1.300 0.007
Br -5.897102 3.260013 -0.366619 0.616 -0.970 -0.418 0.635
C -3.293380 2.309422 -3.780706 -3.112 0.671 -1.754 -0.024
C -4.813973 2.805242 -4.436565 -2.032 1.778 1.073 -0.141
C -4.852828 4.435719 -4.913369 1.952 -1.297 1.390 -0.064
O -5.581222 3.794991 -3.604408 3.755 -3.869 -1.886 -0.220
H 0.339750 -1.688308 -0.159357 -1.432 0.446 -0.586 0.102
H -1.428783 -1.461268 0.432172 1.365 0.175 -1.509 0.101
H -1.133852 -2.332856 -1.165065 0.876 1.156 0.889 0.077
H -0.151341 2.167289 -2.528287 -0.408 -1.424 -0.794 0.103
H -0.512165 1.641682 -4.257261 0.156 -0.902 1.551 0.092
H 0.914286 0.915230 -3.354634 -1.798 0.591 0.214 0.114
H -1.018507 -0.628150 -5.100260 -1.613 0.410 0.015 0.100
H -2.658447 -1.474032 -5.133616 0.807 1.655 0.616 0.111
H -2.613325 0.301703 -5.600966 0.966 -1.014 0.922 0.088
H -3.346283 2.059134 -1.151211 -1.043 -1.637 -0.549 0.118
H -3.689762 0.294592 -0.805063 -0.732 1.226 -1.372 0.160
H -2.983043 3.174124 -3.104841 -0.291 -1.466 -0.832 0.139
H -2.685854 2.277746 -4.746958 -0.470 -0.222 1.634 0.110
H -5.404773 2.011162 -5.123140 1.289 2.176 1.817 0.175
H -4.858498 5.365733 -4.265215 -0.919 0.059 -1.965 0.125
H -3.674471 4.382053 -4.874934 -1.020 0.300 1.091 0.052
C 4.819875 -0.110294 1.866998 0.480 0.342 -0.034 -0.058
C 4.706621 -1.243824 2.907806 0.120 0.519 0.199 -0.516
C 5.010609 -0.685765 4.317290 0.146 -0.034 0.120 -0.167
C 3.937179 0.227223 4.900319 0.065 0.168 0.198 -0.200
C 2.534124 -0.071800 4.379928 -0.140 0.125 -0.137 -0.162
C 2.335346 -1.505205 3.836690 0.351 0.338 0.057 -0.532
N 3.325316 -1.739026 2.782156 -0.406 0.062 -0.244 -0.235
O 3.219941 -3.001094 2.202725 -0.073 -0.396 0.035 -0.341
C 0.926107 -1.539161 3.209150 -0.119 -0.232 -0.080 -0.068
C 2.364181 -2.512154 5.005255 -0.156 -0.240 0.247 -0.047
C 5.831110 -2.260177 2.605095 -0.335 -0.278 -0.105 -0.071
H 4.647092 -0.487618 0.855364 -0.101 -0.173 0.165 0.076
H 5.818220 0.348217 1.880537 0.092 0.022 -0.011 0.064
H 4.092904 0.685477 2.047797 -0.038 -0.126 0.096 0.062
H 5.162284 -1.520585 5.010601 -0.044 -0.105 -0.232 0.097
H 5.966635 -0.143685 4.312560 -0.031 -0.094 -0.139 0.105
H 3.955307 0.137515 5.992786 0.041 0.013 -0.053 0.098
H 4.180670 1.273335 4.684114 -0.030 -0.033 0.015 0.097
H 1.806169 0.145161 5.171450 -0.049 -0.190 -0.064 0.105
H 2.309876 0.644899 3.580973 -0.044 -0.251 -0.118 0.102
H 0.867721 -0.872820 2.341995 0.186 -0.038 0.076 0.066
H 0.166530 -1.209566 3.928898 0.114 0.032 0.107 0.068
H 0.645515 -2.544848 2.881672 0.278 0.062 -0.004 0.068
H 1.587458 -2.268441 5.741731 0.007 0.067 -0.033 0.067
H 3.318612 -2.521480 5.538246 0.014 0.075 -0.113 0.064
H 2.168316 -3.532389 4.664370 0.143 0.161 -0.231 0.068
H 6.815183 -1.779482 2.673302 -0.150 0.223 0.135 0.066
H 5.753798 -2.671925 1.595884 -0.252 -0.017 0.186 0.067
H 5.823804 -3.090034 3.318365 -0.158 0.034 -0.144 0.072
```
Positions in Å, forces in eV/Å.

For the HOMO-LUMO gap, the calculation gives 2.314 eV. As for the net charge: -1. As for the HOMO energy: -0.04572 Ha. Its energy is -4030.3904 Eh. As for the spin multiplicity: 1. The LUMO energy comes out at 1.070 eV.